A cluster of 5 separate species, C28H45F6N6O14P in total at a distorted geometry. Source: the OMol25 dataset; level of theory: ωB97M-V with the def2-TZVPD basis set.

E_LUMO   -0.1 eV
E_HOMO   -8.1029 eV
E_tot   -3416.364902 Eh

Structure (XYZ):
```
100
C28H45F6N6O14P ωB97M-V with the def2-TZVPD basis set
N 3.64374 0.20288 2.35000
N 2.36517 5.40682 -0.64991
C -5.77419 -2.15370 -3.01044
C 0.41646 -2.13054 -4.01702
H 9.57176 1.18122 1.33538
H 3.62387 5.13166 0.94241
C 8.59606 1.62900 1.50353
C 0.88559 -4.36581 -2.39985
H 0.05970 -3.54052 -5.57547
H 4.18154 -1.50942 3.42768
C -4.98516 -4.45444 -2.03219
F -6.91735 -2.31388 -3.67844
C -3.11841 -1.09372 0.05284
O -3.82241 -0.58340 -3.24594
H -2.31132 3.53974 -2.59872
H 7.46714 4.62385 0.44314
H -3.03315 -1.64515 5.91300
H 0.21842 -1.28899 -4.65963
C 4.47846 1.16935 1.65116
C 0.32092 -3.42115 -4.53281
C -1.98145 -1.53593 0.92428
O 6.40473 3.29262 1.54938
C -1.05466 -2.49730 0.12414
C 2.19368 5.47910 -2.09051
H 4.71528 2.00087 2.30429
C 0.73191 -1.96279 -2.67258
O -7.28011 -4.98596 -2.49061
P -3.56308 0.39877 -1.97830
H 5.40658 0.69207 1.33481
H -3.78255 1.07652 3.49322
C 2.41658 -0.12596 1.91575
H 1.44998 -3.87572 0.08472
O 4.59230 5.00737 -0.83940
C 9.70282 3.41816 0.14648
H 7.82277 0.97936 1.09333
H -6.39157 -0.31199 5.00336
C -4.92180 -3.45578 -3.22073
C -5.13666 -0.83721 -3.53702
H -4.77149 -1.95595 6.12665
H 5.14593 -0.05357 3.77166
H 0.77823 6.57992 0.04168
C -3.00474 2.86366 -2.10749
H 1.69456 -0.36035 -2.16961
N 8.54025 2.93292 0.86433
H 1.05152 -5.21941 -1.76212
H -4.01336 3.21957 -2.28336
H 0.47229 -5.53640 -4.13819
H -3.80483 -0.48078 0.62782
H 1.15004 5.67514 -2.32369
H 2.24806 -2.37900 -0.35695
O -1.64531 3.90001 0.77399
O -2.55731 -0.29607 -1.03852
H -5.47758 0.50589 6.28835
H 9.50039 4.40183 -0.27065
H 2.50034 4.53913 -2.55053
C 1.28707 -2.90342 -0.39115
O -4.84145 0.82297 -1.40592
C 0.55924 -4.53449 -3.74610
H -1.21476 -3.52446 0.47718
H 9.95253 2.73468 -0.66720
O 0.78809 -0.67923 -2.16965
H -2.33429 -2.05878 1.80052
H 2.81504 6.27557 -2.50108
H -6.97045 -5.08778 0.06305
C 7.40773 3.65181 0.95957
H -1.37482 -0.67816 1.18446
F -6.10291 -2.01226 -1.70599
H -1.34538 -2.41971 -0.92036
O -6.44228 -5.64281 -0.52527
N -2.01215 3.98718 -0.32849
F -4.20668 -5.50493 -2.39670
C 0.96798 -3.08369 -1.86220
C -3.99897 -1.69154 5.40916
N 0.32653 -2.06868 0.33350
H 3.48727 -0.20661 4.39639
F -5.38258 -4.08150 -4.31174
N -4.30936 -0.40453 4.80995
C -3.46220 0.09708 3.88892
C 1.21071 5.59111 0.21027
F -4.42510 -3.92617 -0.93610
H 10.55700 3.49027 0.82249
C -5.51027 0.29641 5.21713
H 2.12595 0.40551 0.99231
H 1.50125 5.50653 1.25496
H -3.62592 -1.94979 -0.37680
H 0.51809 -2.22198 1.31360
H 8.42157 1.73131 2.57529
H 3.95699 1.54614 0.77381
H 0.46280 4.83495 -0.00926
H -3.94105 -2.45916 4.63666
O -2.67376 2.82314 -0.72328
C 3.59673 5.16914 -0.16017
C -6.37629 -5.02680 -1.73566
F -3.62605 -3.18457 -3.43516
C 4.14762 -0.42659 3.55680
H -5.59427 1.23718 4.67764
O -2.76465 1.59438 -2.66290
O 1.66670 -0.91811 2.45386
O -5.77425 -0.12427 -4.20599
O -2.44557 -0.45194 3.51298
```

These are the Löwdin partial charges, in e, on atoms 1 to 5: -0.189, -0.197, -0.340, -0.010, 0.085